An isolated ion of composition C4H6NS2 and charge +1, computed with ωB97M-V/def2-TZVPD.

Geometry (Å):
C 0.29677 1.61804 0.04955
C 1.67180 1.34311 0.08131
C 2.52187 -1.20637 -0.81414
C -2.30398 -1.09826 0.04623
N -0.61282 0.63179 0.06072
S 2.44639 -0.20753 0.47924
S -2.13768 0.67038 0.09198
H -0.11642 2.62969 0.07628
H 2.35891 2.19522 0.26678
H 3.03704 -2.07240 -0.62933
H -2.87325 -1.48283 -0.74296
H -2.93239 -1.51708 0.72865
H -1.35622 -1.50377 0.30569

Output
Multiplicity ... 1
Gap between HOMO and LUMO (alpha / beta) ... 5.44 / 5.44 eV
Net charge ... +1

***

C4H6Na2O2 as an isolated structure, computed with ωB97M-V/def2-TZVPD.

Geometry (Å):
O 1.90951 1.08635 -1.13230
C 1.68694 1.15614 0.18364
C 0.85711 2.11158 0.75294
Na 2.39177 -1.08738 -0.69268
Na -0.47372 1.36823 -1.86870
H 0.65841 3.06561 0.22264
H 0.66262 2.13546 1.82953
C -0.89056 -1.61507 -0.42256
C -1.79661 -0.82474 0.19764
O 0.25858 -2.06774 0.17783
H -1.01139 -2.15762 -1.36094
H -2.77569 -0.69121 -0.26613
H -1.68168 -0.52729 1.24382
H 0.20470 -1.95231 1.13527

Output
Multiplicity ... 1
Gap between HOMO and LUMO ... 4.04 eV
Net charge ... 0

***

For the records above, the corresponding E values read -1006.6547 -630.9706 Eh.
For the records above, the corresponding energy relative to the best compared isomer or geometry (same formula, charge and spin) values read 120.26 0.00 kcal/mol.